(1)
Density functional theory data (ωB97M-V with the def2-TZVPD basis set) for a cluster of 6 separate species, C8H29O9P in total.

```
47
Properties=species:S:1:pos:R:3
C -1.39122 2.87772 1.63860
O -0.42591 3.35613 2.56645
H -0.86493 2.58100 0.73136
H -1.92729 2.03046 2.06624
H -2.26525 3.52851 1.61353
H -0.74809 3.25650 3.46527
C -4.43033 0.68224 -1.75423
O -3.76936 -0.44313 -2.14729
H -4.02415 1.44923 -2.41366
H -5.51167 0.55475 -1.80459
H -4.23709 0.90002 -0.70383
H -4.03211 -0.69817 -3.03471
C 0.74090 2.09057 -4.29495
O 1.12113 2.35628 -5.58340
H 0.18479 2.88769 -3.80153
H 0.22485 1.13555 -4.39362
H 1.65047 1.86841 -3.73688
H 1.40115 3.26041 -5.74384
C -2.93962 4.47063 6.91999
O -2.50980 3.19677 7.48002
H -2.20302 4.98993 6.30692
H -3.72222 4.17054 6.22315
H -3.25482 5.14080 7.71975
H -3.13504 2.79606 8.08838
C 1.73431 -0.02816 7.65303
O 0.32310 -0.17279 7.59410
H 1.95594 0.61631 6.80237
H 2.02114 0.51914 8.55097
H 2.25669 -0.97073 7.48935
H -0.03021 0.68969 7.36411
C 3.85365 -3.08574 -5.67650
O 2.76979 -3.61516 -4.94424
P 2.80295 -3.86015 -3.31193
O 4.20206 -4.00593 -2.81716
O 2.08396 -2.42204 -2.82193
C 1.77082 -2.19839 -1.52771
O 1.73869 -5.06680 -3.04400
C 0.56870 -5.02671 -3.83008
H 4.71969 -2.97379 -5.02416
H 3.55985 -2.04292 -5.79607
H 4.06970 -3.56517 -6.63127
H 0.84977 -1.61989 -1.45623
H 2.42601 -1.39245 -1.19714
H 1.57610 -3.11269 -0.96714
H 0.69637 -4.51731 -4.78523
H -0.12337 -4.52126 -3.15653
H 0.24282 -6.06594 -3.87374
```

For the molar mass, the calculation gives 300.28 g/mol. The relative energy (zero: lowest compared OMol25 entry of this formula, charge and spin) comes out at 226.84 kJ/mol. The structure (SMILES) is COP(=O)(OC)OC.CO.CO.CO.CO.CO. As for the maximum force: 5.2 eV Å⁻¹. The total energy is -36480.1587 eV. As for the LUMO energy: 0.37 eV. The calculation puts the HOMO-LUMO gap at 0.387 Eh.



(2)
Density functional theory data (ωB97M-V with the def2-TZVPD basis set) for the ion C5H10N2 with charge +2.

```
17
Properties=species:S:1:pos:R:3
C -0.91041 -0.12292 1.42559
C -0.47688 0.24740 -0.90936
C 1.79673 -0.32891 -0.33896
C 3.17989 -0.28437 0.07066
C -2.76940 0.13604 0.05314
N 0.82793 0.27776 -0.90139
N -1.30866 0.10164 0.17534
H 0.11988 -0.12216 1.63251
H -0.98207 0.45774 -1.81874
H -1.68133 -0.39804 2.06163
H 3.32511 -1.06318 0.82840
H 3.61274 0.71643 0.40281
H 3.58088 -0.58289 -0.86487
H -3.17452 0.84242 -0.66372
H -3.18243 0.14350 1.01350
H -3.05757 -0.79388 -0.41222
H 1.10011 0.77342 -1.75433
```

As for the total charge: +2. For the molar mass, the calculation gives 98.15 g/mol. The relative energy (zero: lowest compared OMol25 entry of this formula, charge and spin) comes out at 412.49 kJ/mol. As for the maximum force: 4.9 eV Å⁻¹. The total energy is -8303.5933 eV. As for the LUMO energy (alpha / beta): -10.54 / -11.34 eV. The calculation puts the HOMO-LUMO gap (alpha / beta) at 0.292 / 0.288 Eh.



(3)
Density functional theory data (ωB97M-V with the def2-TZVPD basis set) for a cluster of 6 separate species, C51H47FN2O23 in total.

```
124
Properties=species:S:1:pos:R:3
C 2.28383 -4.42276 1.60970
C 1.06154 -3.57401 1.97941
C 1.40638 -2.09635 2.10957
C 1.56824 -1.36999 0.78125
O 0.53295 -1.80021 -0.10972
C 0.08813 -0.90860 -1.09526
C -0.46558 -1.78833 -2.15843
N -0.86348 -2.46398 -2.99659
C 1.21734 -0.10889 -1.75491
C 2.28888 -1.00581 -2.37744
O 3.57034 -0.36686 -2.29247
C -1.10566 -0.01133 -0.57366
C -0.74356 0.61805 0.70535
N -0.48898 1.13763 1.69026
C -2.41130 -0.81886 -0.36723
C -2.35320 -1.98800 0.59939
O -1.79046 -1.87372 1.65940
C -3.11679 -3.22250 0.27311
C -3.47982 -3.59026 -1.01716
C -4.18717 -4.75470 -1.22850
C -4.55272 -5.55168 -0.16068
C -4.19006 -5.19522 1.12705
C -3.47380 -4.03896 1.33962
C -1.42684 1.16618 -1.53188
F -1.94198 0.61199 -2.70576
C -2.38944 2.21660 -0.98813
C -1.69669 3.54038 -0.62108
H 2.82891 -4.71656 2.50628
H 2.97063 -3.88597 0.95696
H 1.98915 -5.33842 1.10003
H 0.69153 -3.91027 2.93952
H 0.28430 -3.71189 1.23501
H 2.36257 -1.99533 2.62950
H 0.67306 -1.57134 2.72008
H 1.52901 -0.29948 0.95939
H 2.53945 -1.60051 0.33755
H 0.79168 0.48405 -2.55694
H 1.67537 0.59269 -1.05889
H 2.38650 -1.94522 -1.83868
H 2.07782 -1.16476 -3.42538
H 3.77190 -0.00874 -3.15900
H -2.78508 -1.11841 -1.33910
H -3.17643 -0.16714 0.05785
H -3.19466 -2.99616 -1.87072
H -4.46542 -5.04989 -2.22867
H -5.11964 -6.45568 -0.32738
H -4.46920 -5.81753 1.96372
H -3.17991 -3.74852 2.33624
H -0.51222 1.66970 -1.82578
H -2.92379 1.87888 -0.10620
H -3.11329 2.40828 -1.77788
H -0.82552 3.72977 -1.24415
H -1.37005 3.52039 0.41678
H -2.40071 4.36263 -0.72390
C 4.21674 -1.07491 -8.80747
C 4.10854 -0.65253 -7.54110
C 3.23934 -1.36148 -6.52981
O 3.21813 -0.90657 -5.39705
C 2.48479 -2.52002 -6.94678
C 2.59066 -2.94327 -8.21555
C 3.47535 -2.24848 -9.22486
O 3.50838 -2.72373 -10.34364
O 1.94584 -3.98947 -8.69840
O 4.74442 0.40784 -7.06503
H 4.83767 -0.57614 -9.53780
H 1.85446 -3.01026 -6.21775
H 2.21224 -4.06825 -9.63558
H 4.49428 0.47897 -6.12526
C -0.19527 -6.51407 6.78124
C -0.09503 -5.41634 6.01797
C 1.20017 -4.65155 5.87636
O 1.17930 -3.68115 5.14222
C 2.36432 -5.11014 6.60461
C 2.26200 -6.20574 7.36986
C 0.97249 -6.98271 7.49708
O 0.99836 -7.97075 8.20801
O 3.26123 -6.70932 8.07600
O -1.10017 -4.90806 5.32416
H -1.11631 -7.06929 6.88687
H 3.28313 -4.54978 6.50568
H 2.90326 -7.50028 8.52526
H -0.75119 -4.12065 4.86092
C -1.08938 3.47046 -5.06159
C -1.31629 4.58143 -5.77894
C -0.20732 5.53869 -6.15480
O -0.52298 6.50573 -6.82084
C 1.14125 5.25411 -5.70417
C 1.36432 4.14733 -4.98361
C 0.25876 3.18290 -4.63159
O 0.57763 2.19623 -3.98879
O 2.55237 3.79297 -4.51671
O -2.50690 4.94034 -6.22344
H -1.87112 2.77360 -4.79116
H 1.92539 5.95065 -5.96445
H 2.41122 2.96130 -4.02311
H -2.37652 5.77628 -6.71355
C -4.19939 3.99883 2.43928
C -3.59468 2.94560 3.00864
C -3.22787 2.92184 4.47465
O -2.70243 1.90785 4.89039
C -3.52188 4.09006 5.28113
C -4.12215 5.14320 4.70987
C -4.50866 5.15714 3.25006
O -5.06257 6.16065 2.83884
O -4.43410 6.25578 5.35619
O -3.25744 1.84820 2.35408
H -4.46596 4.02381 1.39197
H -3.24534 4.07145 6.32567
H -4.86111 6.84008 4.69945
H -2.81304 1.26115 3.00122
C 2.00511 4.22013 4.77786
C 1.64761 3.50029 3.69951
C 1.69474 4.08884 2.30174
O 1.37943 3.37445 1.37140
C 2.10889 5.47220 2.14809
C 2.45729 6.18026 3.22980
C 2.43650 5.58826 4.61691
O 2.78836 6.32034 5.52629
O 2.85115 7.44440 3.19336
O 1.23931 2.24989 3.79189
H 1.97909 3.81062 5.77768
H 2.12600 5.88798 1.15060
H 3.04368 7.69016 4.12008
H 0.98607 1.90823 2.90862
```

For the molar mass, the calculation gives 1074.93 g/mol. The structure (SMILES) is CCCCO[C@](C#N)(CCO)[C@](C#N)(CC(=O)c1ccccc1)[C@@H](F)CC.O=C1C=C(O)C(=O)C=C1O.O=C1C=C(O)C(=O)C=C1O.O=C1C=C(O)C(=O)C=C1O.O=C1C=C(O)C(=O)C=C1O.O=C1C=C(O)C(=O)C=C1O. As for the maximum force: 0.9 eV Å⁻¹. The total energy is -106436.4577 eV. As for the LUMO energy: -1.80 eV. The calculation puts the HOMO-LUMO gap at 0.281 Eh.



(4)
Density functional theory data (ωB97M-V with the def2-TZVPD basis set) for the molecule CH7N2P.

```
11
Properties=species:S:1:pos:R:3
C -1.73179 -0.55885 0.20769
N 1.78808 -0.61895 -0.07658
N 1.16401 0.61139 0.21140
P -0.57706 0.65550 -0.00754
H -1.89297 -1.14300 1.16320
H -2.01969 -0.88345 -0.67025
H 1.73709 -0.88488 -1.01577
H 1.40438 -1.36654 0.40073
H 1.75653 1.23061 0.58054
H -0.63461 1.95676 0.56367
H -0.99396 1.00141 -1.35708
```

For the molar mass, the calculation gives 78.05 g/mol. The relative energy (zero: lowest compared OMol25 entry of this formula, charge and spin) comes out at 245.77 kJ/mol. The structure (SMILES) is C=[PH2]NN. As for the maximum force: 6.8 eV Å⁻¹. The total energy is -13415.9357 eV. As for the LUMO energy: 1.10 eV. The calculation puts the HOMO-LUMO gap at 0.338 Eh.



(5)
Density functional theory data (ωB97M-V with the def2-TZVPD basis set) for a cluster of 7 separate species, C33H78F6N6O3P in total.

```
127
Properties=species:S:1:pos:R:3
C 6.26054 -10.43406 -2.11917
C 6.22810 -9.63991 -0.84148
O 5.81459 -9.95329 0.23349
N 6.90651 -8.25178 -0.93283
H 7.50567 -8.06228 -0.14212
H 7.41945 -8.26871 -1.80272
C 5.78193 -7.16846 -1.13805
H 5.76718 -10.00040 -2.98902
H 5.80672 -11.42409 -2.07467
H 7.25664 -10.76742 -2.41026
H 6.29925 -6.21255 -1.05611
H 4.97954 -7.20322 -0.40111
H 5.29990 -7.18257 -2.11558
C -5.61904 4.23085 4.74237
C -6.33406 4.19982 6.05108
O -6.26399 3.22597 6.81234
N -7.15418 5.49072 6.31368
H -6.62597 6.32982 6.50603
H -7.64916 5.49542 5.43331
C -8.34496 5.36902 7.33419
H -6.07327 3.63084 3.95386
H -4.60749 3.84931 4.88117
H -5.48438 5.18545 4.23375
H -7.75979 5.06136 8.20080
H -8.97025 4.51833 7.06319
H -8.84824 6.33583 7.34384
C -4.25041 -5.67500 6.51149
C -3.35602 -6.05709 7.70439
O -2.12755 -6.05444 7.66619
N -4.18772 -6.77684 8.82479
H -4.24594 -6.06517 9.53909
H -5.17712 -6.93483 8.69736
C -3.51941 -7.95102 9.35239
H -4.63585 -6.61472 6.11594
H -3.70697 -5.04279 5.80929
H -5.10143 -5.04108 6.76054
H -3.54892 -8.63036 8.50050
H -4.13748 -8.31302 10.17400
H -2.48723 -7.75925 9.64556
C 6.53825 4.43698 -2.18562
C 6.18281 3.34658 -3.22440
C 6.86071 3.73914 -4.59068
N 7.33485 2.48647 -5.38832
C 8.62372 1.95349 -4.64338
C 6.39185 1.27555 -5.61325
C 5.45754 1.84410 -6.75880
C 6.27831 2.87047 -7.50920
C 7.67286 2.95027 -6.85379
H 7.57312 4.44812 -1.84354
H 6.07262 4.22949 -1.22217
H 6.38042 5.47781 -2.46821
H 5.10568 3.25791 -3.36599
H 6.44551 2.37728 -2.80064
H 7.63895 4.49578 -4.49108
H 6.06896 4.13523 -5.22656
H 9.03173 1.11666 -5.21024
H 8.32246 1.68641 -3.63045
H 9.23823 2.85309 -4.67818
H 7.01877 0.44351 -5.93386
H 5.84171 0.98085 -4.71960
H 5.23454 1.04222 -7.46260
H 4.57798 2.39243 -6.42144
H 6.44562 2.76099 -8.58071
H 5.90436 3.88154 -7.34802
H 8.27256 2.07318 -7.09703
H 8.15442 3.92813 -6.85233
C -6.51077 3.09088 -7.29598
C -7.82565 3.42066 -8.03997
C -7.54831 3.63992 -9.51305
N -8.90270 3.72811 -10.32060
C -10.03779 4.48980 -9.67586
C -9.34080 2.28652 -10.80314
C -8.60317 1.94476 -12.08705
C -8.33277 3.19596 -12.79942
C -8.58003 4.29510 -11.74153
H -6.00062 2.21296 -7.69234
H -6.66477 2.85711 -6.24254
H -5.94036 4.01599 -7.37909
H -8.17551 4.41927 -7.77831
H -8.54282 2.62134 -7.85325
H -6.90271 2.84421 -9.88472
H -7.12756 4.62592 -9.71027
H -10.91190 4.43124 -10.32439
H -9.73423 5.47018 -9.30870
H -10.30384 3.83478 -8.84624
H -10.39806 2.46112 -11.00267
H -9.32190 1.52483 -10.02367
H -9.21602 1.25199 -12.66375
H -7.65744 1.47943 -11.80924
H -9.02949 3.27192 -13.63423
H -7.31195 3.17473 -13.18096
H -9.34045 5.01873 -12.03518
H -7.72367 4.96348 -11.65199
C 4.31521 -4.42940 8.13888
C 4.28908 -2.89536 7.96378
C 4.24692 -2.08268 9.21879
N 3.72645 -0.59946 8.94520
C 4.24185 -0.02258 7.62349
C 4.19381 0.35867 10.08004
C 3.32375 1.63843 9.92813
C 1.96307 0.96385 9.54755
C 2.19602 -0.39757 8.99665
H 3.31166 -4.75904 7.86991
H 4.67972 -4.74586 9.11617
H 5.10694 -4.83413 7.50844
H 3.43964 -2.47933 7.42207
H 5.16210 -2.58932 7.38735
H 5.26490 -1.95454 9.58675
H 3.64112 -2.52936 10.00720
H 3.75908 0.91914 7.36233
H 4.09199 -0.63038 6.73119
H 5.31165 0.11421 7.78140
H 5.24591 0.61072 9.94720
H 3.99437 -0.11548 11.04103
H 3.67188 2.25760 9.10137
H 3.20666 2.22553 10.83902
H 1.51160 1.52894 8.73210
H 1.19935 0.99333 10.32470
H 1.70076 -0.53087 8.03485
H 1.77070 -1.11428 9.69918
P 0.23396 -0.46476 0.58471
F 0.08778 1.14671 0.84989
F -1.37453 -0.57088 0.11368
F 0.63588 -0.24373 -0.95439
F 0.35440 -2.07188 0.37618
F 1.81287 -0.41236 0.91770
F -0.10901 -0.77690 2.21420
```

As for the total charge: +5. For the molar mass, the calculation gives 751.99 g/mol. As for the maximum force: 5.2 eV Å⁻¹. The total energy is -76121.3567 eV. As for the LUMO energy: -8.08 eV. The calculation puts the HOMO-LUMO gap at 0.298 Eh.



Question: What is the maximum force in the first record?
Answer: 5.2 eV Å⁻¹



Question: Among the records above, which one has the highest molar mass?
Answer: C51H47FN2O23